1.
# C20H25N3O4S

C20H25N3O4S in the gas phase (wB97M-V/def2-TZVPD, the OMol25 dataset).

Each line ends with the Löwdin charge.
Geometry (Å):
O 1.805 -0.640 -0.125  0.04
C 1.478 -1.368 -1.050  -0.52
N 1.596 -0.987 -2.336  -0.05
C 2.133 0.321 -2.666  -0.09
H 2.340 0.854 -1.739  0.11
C 1.128 1.102 -3.517  -0.17
H 1.578 2.027 -3.878  0.13
O 0.752 0.370 -4.663  -0.12
C 0.198 -0.875 -4.313  -0.18
H -0.058 -1.372 -5.250  0.13
C 1.195 -1.725 -3.513  -0.13
H 0.729 -2.671 -3.252  0.08
H 2.083 -1.911 -4.130  0.14
H -0.716 -0.736 -3.716  0.12
H 0.245 1.356 -2.915  0.11
H 3.062 0.185 -3.231  0.14
C 0.925 -2.749 -0.770  -0.34
H 1.421 -3.524 -1.352  0.08
H 1.041 -2.953 0.295  0.09
S -0.866 -2.863 -1.167  0.95
C -1.430 -1.555 -0.136  -0.48
C -1.323 -0.225 -0.421  -0.05
N -1.773 0.517 0.628  -0.04
C -2.199 -0.335 1.615  -0.18
C -2.748 -0.077 2.867  -0.03
C -3.082 -1.157 3.656  -0.09
C -2.882 -2.470 3.221  -0.09
C -2.346 -2.737 1.982  -0.03
C -1.998 -1.663 1.166  -0.17
H -2.198 -3.749 1.637  0.11
H -3.160 -3.284 3.872  0.10
H -3.510 -0.986 4.632  0.10
H -2.919 0.932 3.214  0.11
C -1.677 1.952 0.674  -0.02
H -1.913 2.308 1.677  0.13
C -0.274 2.413 0.240  -0.44
O -0.128 3.024 -0.805  0.05
N 0.749 2.105 1.050  -0.03
C 0.729 1.329 2.270  -0.10
H -0.281 1.073 2.577  0.11
C 1.409 2.140 3.382  -0.18
H 1.496 1.540 4.289  0.13
O 2.716 2.519 3.032  -0.12
C 2.724 3.272 1.840  -0.18
H 3.770 3.501 1.630  0.13
C 2.102 2.485 0.686  -0.11
H 2.059 3.088 -0.221  0.13
H 2.679 1.570 0.512  0.12
H 2.168 4.212 1.986  0.13
H 0.805 3.038 3.596  0.13
H 1.291 0.405 2.088  0.13
H -2.384 2.402 -0.034  0.14
H -0.943 0.255 -1.302  0.12

Summary:
**Orbital gap**: 8.8 eV
**HOMO**: -8.183 eV
**Energy relative to the best compared isomer or geometry (same formula, charge and spin)**: 213.2 kJ/mol
**Electronic energy**: -1640.55798 Ha
**2S+1**: 1
**E_LUMO**: 0.63 eV
**Net charge**: 0

***

2.
# C20H25N3O5

A molecular structure, C20H25N3O5 at a distorted geometry (wB97M-V/def2-TZVPD, the OMol25 dataset).

Each line ends with the Löwdin charge.
Geometry (Å):
C -1.889 -8.171 0.097  -0.17
H -1.314 -8.350 -0.901  0.13
O -2.975 -7.499 -0.254  -0.07
C -2.849 -6.054 -0.623  -0.19
C -1.709 -5.340 -0.926  -0.07
C -1.556 -3.996 -1.092  -0.05
C -2.742 -3.213 -1.199  -0.22
C -3.838 -3.939 -1.302  -0.08
C -3.901 -5.238 -0.892  -0.02
H -4.970 -5.778 -0.688  0.18
H -4.591 -3.437 -1.306  0.02
C -2.395 -1.835 -1.828  -0.20
N -2.200 -1.024 -0.774  0.00
C -0.744 -0.664 -0.528  -0.18
O 0.055 -0.635 -1.566  -0.04
C -0.572 0.191 0.887  -0.35
O -1.594 0.260 1.640  0.02
N 0.652 0.632 0.933  0.02
C 1.193 1.336 1.816  -0.21
H 2.031 1.035 2.530  0.15
H 0.342 1.649 2.502  0.16
C 1.647 2.895 1.450  -0.07
C 0.402 3.419 0.751  -0.10
C -0.467 3.142 -0.164  -0.20
C -1.374 4.018 -0.590  0.00
C -1.310 4.856 0.636  -0.20
O -0.334 4.657 1.273  0.08
H -1.675 5.703 0.992  0.10
H -2.394 4.198 -0.929  0.11
H -0.455 2.280 -0.958  0.17
N 2.704 2.561 0.262  -0.05
C 2.728 3.618 -0.918  -0.04
H 1.762 3.688 -1.226  0.08
C 3.230 4.986 -0.382  0.09
H 3.435 5.626 -1.205  0.10
O 4.760 4.578 0.273  -0.03
C 4.552 3.811 1.147  -0.52
H 5.544 3.667 1.930  0.16
C 3.964 2.474 0.941  -0.23
H 4.010 1.868 1.912  0.16
H 4.442 1.958 0.320  0.05
H 4.044 4.363 2.389  0.16
H 2.665 5.505 0.410  0.13
H 3.272 3.219 -1.519  0.02
H 1.957 3.567 2.050  0.05
H 1.154 0.381 -0.005  0.20
H -2.750 -1.017 0.213  0.21
H -3.709 -1.550 -2.049  0.20
H -1.738 -1.822 -2.659  0.11
H -0.422 -3.531 -1.203  0.17
H -0.607 -5.996 -0.642  0.18
H -2.208 -9.139 0.248  0.08
H -1.264 -7.915 0.725  0.00

Summary:
**Orbital gap**: 8.3 eV
**HOMO**: -8.234 eV
**Energy relative to the best compared isomer or geometry (same formula, charge and spin)**: 2260.0 kJ/mol
**Electronic energy**: -1316.84994 Ha
**2S+1**: 1
**E_LUMO**: 0.04 eV
**Net charge**: 0

***

3.
# C20H25N3O5S

C20H25N3O5S in the gas phase at a distorted geometry (wB97M-V/def2-TZVPD, the OMol25 dataset).

Each line ends with the Löwdin charge.
Geometry (Å):
C -2.153 -3.514 0.165  -0.05
C -1.944 -2.551 1.321  -0.19
H -1.050 -2.810 1.897  0.12
H -2.811 -2.541 1.992  0.13
O -1.795 -1.228 0.804  0.01
C -0.818 -0.469 1.272  -0.43
O -0.020 -0.828 2.126  0.07
C -0.710 0.822 0.592  -0.10
C 0.496 1.496 0.591  -0.44
N 1.633 1.100 1.248  0.12
C 2.851 1.608 0.905  -0.47
O 2.931 2.588 0.187  -0.02
C 4.060 0.822 1.389  -0.08
N 4.425 -0.299 0.543  -0.16
C 3.936 -1.619 0.869  -0.17
C 2.568 -1.973 0.276  -0.12
H 1.780 -1.411 0.774  0.09
H 2.364 -3.031 0.443  0.13
C 2.525 -1.691 -1.235  -0.22
C 1.093 -1.985 -1.676  -0.51
O 0.633 -3.106 -1.604  0.04
N 0.340 -0.944 -2.089  0.21
H 0.694 -0.012 -2.200  0.09
H -0.622 -1.121 -2.329  0.12
C 3.050 -0.290 -1.547  -0.13
C 4.420 -0.066 -0.884  -0.16
H 5.147 -0.757 -1.326  0.13
H 4.755 0.955 -1.073  0.13
H 2.363 0.472 -1.182  0.08
H 3.156 -0.160 -2.627  0.13
H 3.167 -2.427 -1.732  0.16
H 4.677 -2.325 0.476  0.12
H 3.910 -1.731 1.955  0.12
H 3.894 0.456 2.403  0.13
H 4.908 1.519 1.396  0.13
H 1.500 0.304 1.875  0.13
S 0.517 2.848 -0.475  1.14
C -1.134 2.552 -0.885  -0.33
C -1.666 1.460 -0.263  -0.20
C -3.042 1.048 -0.445  -0.23
C -3.853 1.144 -1.546  -0.01
C -5.100 0.602 -1.166  -0.02
C -4.973 0.222 0.139  -0.32
O -3.730 0.495 0.579  0.09
C -5.934 -0.408 1.082  0.00
H -6.024 0.190 1.987  0.09
H -5.588 -1.401 1.368  0.08
H -6.908 -0.494 0.610  0.08
H -5.974 0.507 -1.779  0.11
H -3.583 1.535 -2.506  0.11
H -1.637 3.212 -1.561  0.08
H -3.017 -3.208 -0.422  0.08
H -2.324 -4.513 0.553  0.08
H -1.276 -3.530 -0.479  0.05

Summary:
**Orbital gap**: 8.5 eV
**HOMO**: -7.838 eV
**Energy relative to the best compared isomer or geometry (same formula, charge and spin)**: 0.0 kJ/mol
**Electronic energy**: -1715.82866 Ha
**2S+1**: 1
**E_LUMO**: 0.62 eV
**Net charge**: 0

***

4.
# C20H25N3S

C20H25N3S in the gas phase at a distorted geometry (wB97M-V/def2-TZVPD, the OMol25 dataset).

Each line ends with the Löwdin charge.
Geometry (Å):
C -1.880 -3.721 -0.996  -0.04
C -2.482 -2.574 -0.265  -0.36
N -3.578 -1.973 -0.691  0.13
N -3.846 -1.004 0.189  -0.14
C -2.922 -0.955 1.180  -0.29
C -2.028 -1.969 0.921  -0.01
H -1.166 -2.236 1.499  0.11
C -2.976 0.008 2.311  -0.01
H -2.123 -0.159 2.963  0.09
H -2.940 1.038 1.959  0.06
H -3.889 -0.124 2.892  0.08
C -4.913 -0.088 -0.083  -0.12
H -5.164 0.455 0.831  0.12
H -5.782 -0.661 -0.417  0.13
C -4.512 0.898 -1.202  -0.15
C -3.294 1.644 -0.807  -0.59
N -2.114 1.158 -0.832  0.11
C -1.167 1.998 -0.326  -0.33
C -1.673 3.195 0.103  -0.35
S -3.374 3.270 -0.129  1.03
H -1.162 4.027 0.543  0.06
C 0.214 1.544 -0.260  -0.17
C 1.266 2.389 0.081  -0.02
C 2.562 1.912 0.144  -0.02
C 2.859 0.581 -0.127  -0.18
C 1.798 -0.257 -0.469  -0.02
C 0.503 0.208 -0.538  -0.01
H -0.308 -0.453 -0.801  0.10
H 1.981 -1.298 -0.689  0.11
C 4.270 0.018 -0.068  -0.56
C 5.311 1.069 0.326  -0.07
H 5.104 1.476 1.313  0.08
H 6.297 0.610 0.352  0.08
H 5.340 1.882 -0.397  0.08
C 4.645 -0.532 -1.452  -0.04
H 3.974 -1.330 -1.757  0.08
H 5.659 -0.926 -1.436  0.08
H 4.593 0.259 -2.197  0.09
C 4.315 -1.112 0.970  -0.05
H 3.638 -1.920 0.707  0.07
H 5.322 -1.519 1.037  0.08
H 4.030 -0.734 1.950  0.09
H 3.343 2.604 0.410  0.10
H 1.077 3.431 0.292  0.11
H -4.291 0.314 -2.097  0.12
H -5.336 1.583 -1.398  0.11
H -1.831 -4.599 -0.354  0.08
H -2.482 -3.950 -1.870  0.07
H -0.867 -3.477 -1.314  0.07

Summary:
**Orbital gap**: 8.7 eV
**HOMO**: -8.094 eV
**Energy relative to the best compared isomer or geometry (same formula, charge and spin)**: 0.0 kJ/mol
**Electronic energy**: -1339.59009 Ha
**2S+1**: 1
**E_LUMO**: 0.62 eV
**Net charge**: 0